Here is a cluster of 11 separate species, C23H52Cl10N6O6 in total at a distorted geometry from OMol25. Energies are from ωB97M-V/def2-TZVPD.

Last column: Mulliken charge in e.
Cartesian coordinates (Å):
C -0.606 4.498 -0.113  -0.687
N 0.473 4.704 0.881  0.038
C 1.030 5.885 1.113  0.734
C 2.218 5.956 2.031  -0.789
O 0.600 6.848 0.591  -0.642
H -1.198 3.647 0.227  0.018
H -0.210 4.316 -1.112  0.247
H -1.248 5.374 -0.202  0.340
H 0.787 3.923 1.438  0.140
H 2.477 4.972 2.422  0.080
H 2.074 6.655 2.855  0.273
H 3.182 6.125 1.551  0.268
C 3.446 -4.014 3.676  -1.030
N 2.028 -3.799 3.549  -0.079
C 1.435 -2.686 3.954  0.633
C -0.068 -2.677 3.889  -0.726
O 1.978 -1.710 4.471  -0.855
H 3.912 -4.920 3.288  0.355
H 3.703 -3.906 4.730  0.334
H 3.999 -3.216 3.180  0.318
H 1.464 -4.562 3.202  0.261
H -0.433 -3.686 3.700  0.363
H -0.446 -2.107 3.040  -0.040
H -0.483 -2.371 4.849  0.334
C -4.387 3.716 -0.682  -0.650
N -4.369 5.147 -0.662  -0.100
C -4.393 5.875 0.473  0.630
C -4.524 5.221 1.828  -0.860
O -4.396 7.090 0.399  -0.673
H -3.416 3.294 -0.420  0.082
H -4.505 3.469 -1.738  0.340
H -5.164 3.292 -0.046  0.254
H -4.322 5.675 -1.521  0.241
H -4.749 6.005 2.550  0.319
H -3.521 4.849 2.035  0.195
H -5.232 4.393 1.873  0.265
C 4.078 1.431 4.058  -1.092
N 2.909 0.754 3.581  0.014
C 2.037 1.471 2.832  0.492
C 0.723 0.839 2.438  0.933
O 2.319 2.576 2.335  -0.718
H 4.870 0.715 4.274  0.360
H 3.869 1.956 4.991  0.303
H 4.565 2.093 3.343  0.323
H 2.676 -0.169 3.919  0.276
H 0.579 0.749 1.361  -0.250
H -0.093 1.389 2.906  0.247
H 0.787 -0.207 2.740  -0.809
C 2.585 -2.350 -5.393  -1.136
N 1.651 -2.700 -4.411  0.118
C 0.501 -2.111 -4.124  0.477
C 0.042 -0.885 -4.904  -0.871
O -0.198 -2.529 -3.195  -0.387
H 3.208 -3.153 -5.786  0.354
H 3.338 -1.723 -4.915  0.286
H 2.185 -1.841 -6.269  0.376
H 1.787 -3.570 -3.917  0.205
H -0.681 -0.342 -4.297  -0.144
H -0.523 -1.135 -5.802  0.350
H 0.856 -0.191 -5.115  0.373
C 1.258 -3.462 0.346  -0.723
N 1.168 -3.969 -1.032  0.618
C 1.932 -4.898 -1.630  0.960
C 2.694 -5.852 -0.727  -1.295
O 1.902 -5.084 -2.876  -0.861
H 0.484 -3.870 0.995  0.109
H 1.242 -2.372 0.336  0.078
H 2.258 -3.731 0.687  0.405
H 0.554 -3.517 -1.694  -0.189
H 3.009 -6.698 -1.338  0.343
H 2.073 -6.105 0.133  0.314
H 3.601 -5.444 -0.280  0.312
Cl -2.372 0.366 4.685  -0.155
C -3.692 0.078 3.543  -0.020
Cl -4.217 1.659 2.882  -0.099
H -3.335 -0.545 2.723  -0.103
H -4.453 -0.475 4.094  0.370
Cl -1.569 -0.942 0.587  -0.009
C -1.339 -0.360 -1.130  0.110
Cl -1.448 1.364 -1.294  0.018
H -0.387 -0.741 -1.501  -0.337
H -2.118 -0.745 -1.789  0.223
Cl 1.253 2.291 -3.413  -0.125
C 2.650 1.299 -2.864  -0.158
Cl 2.269 0.579 -1.265  -0.068
H 2.909 0.416 -3.450  -0.061
H 3.486 1.996 -2.821  0.406
Cl -3.259 -1.691 -4.215  -0.046
C -3.817 -0.320 -5.254  -0.501
Cl -3.099 1.286 -4.749  -0.128
H -3.454 -0.477 -6.270  0.318
H -4.904 -0.233 -5.257  0.368
Cl -1.937 -4.397 0.028  -0.153
C -2.386 -4.301 -1.768  0.343
Cl -3.876 -5.220 -1.995  -0.175
H -2.663 -3.311 -2.131  -0.285
H -1.625 -4.918 -2.246  0.185

The frontier orbital gap comes out at 8.6 eV. For the electronic energy, the calculation gives -6289.51357 a.u. Its relative energy (zero: lowest compared OMol25 entry of this formula, charge and spin) is 0.00 kcal per mole. Its SMILES is CNC(C)=O.CNC(C)=O.CNC(C)=O.CNC(C)=O.CNC(C)=O.CNC(C)=O.ClCCl.ClCCl.ClCCl.ClCCl.ClCCl.

---

Here is a structure of composition C23H52Cl2Mn2O20 at a distorted geometry from OMol25. Energies are from ωB97M-V/def2-TZVPD.

Last column: Mulliken charge in e.
Cartesian coordinates (Å):
Mn 0.091 -0.076 -4.019  0.898
Mn -0.254 -4.224 3.220  1.121
C -0.885 0.821 0.185  -0.040
C -0.415 0.427 -1.115  1.286
C -0.122 -1.080 -1.331  0.390
O 0.182 -1.474 -2.527  -0.777
C -0.013 -2.008 -0.209  0.127
C -0.308 -1.462 0.994  -0.590
C -0.700 -0.050 1.192  -0.456
O -0.711 0.554 2.320  -0.767
O -0.122 -2.332 1.923  -0.204
O -0.268 1.063 -2.161  -0.542
H -1.105 1.873 0.291  0.490
H 0.259 -3.049 -0.309  0.629
C 4.184 -2.792 -3.145  -0.395
C 3.661 -2.522 -1.771  -0.231
O 2.521 -3.254 -1.420  -0.342
O 5.151 -3.876 -3.240  -0.534
H 4.764 -1.906 -3.405  0.321
H 3.375 -3.047 -3.830  0.226
H 3.487 -1.461 -1.594  0.199
H 4.437 -2.750 -1.040  0.334
H 1.702 -2.796 -1.622  -0.160
H 5.206 -4.191 -4.146  0.321
C 4.133 0.508 1.633  -0.284
C 2.959 -0.452 1.874  0.706
O 2.366 -0.228 3.133  -0.644
O 5.127 0.184 2.559  -0.558
H 3.949 1.583 1.632  0.191
H 4.422 0.220 0.623  0.159
H 3.202 -1.514 1.834  -0.105
H 2.165 -0.103 1.214  -0.314
H 1.427 -0.075 2.997  0.277
H 4.665 0.145 3.400  0.346
C -4.709 1.649 4.312  -0.397
C -4.282 0.712 3.276  0.030
O -3.233 -0.084 3.750  -0.560
O -5.904 2.309 3.985  -0.527
H -3.900 2.313 4.616  0.103
H -4.965 1.089 5.211  0.329
H -3.970 1.186 2.345  0.030
H -5.145 0.140 2.934  0.340
H -2.406 0.181 3.341  0.322
H -6.619 1.936 4.506  0.351
C 2.495 -4.501 2.468  0.096
C 2.526 -4.074 3.920  -0.273
O 1.404 -3.403 4.336  -0.499
O 1.243 -5.273 2.278  -0.526
H 3.422 -5.039 2.266  0.509
H 2.572 -3.610 1.845  -0.117
H 3.320 -3.330 3.967  0.360
H 2.728 -4.916 4.583  0.450
H 1.702 -2.980 5.145  0.319
H 1.440 -5.976 1.655  0.316
C -1.530 5.524 3.203  -0.536
C -1.970 4.037 3.260  0.169
O -0.840 3.195 3.518  -0.545
O -1.602 6.142 4.529  -0.557
H -2.147 6.007 2.445  0.236
H -0.466 5.488 2.969  0.257
H -2.321 3.689 2.289  0.242
H -2.817 3.899 3.932  0.111
H -1.079 2.318 3.210  0.349
H -0.734 5.994 4.911  0.328
C -1.764 2.098 -5.143  -0.080
C -2.716 0.891 -5.074  -0.482
O -2.140 0.162 -4.001  -0.391
O -0.304 1.829 -5.138  -0.517
H -1.791 2.847 -4.352  0.137
H -1.959 2.580 -6.101  0.421
H -2.754 0.249 -5.955  0.308
H -3.725 1.240 -4.852  0.354
H -2.736 -0.018 -3.271  0.251
H 0.140 2.679 -5.180  0.311
C -1.235 -5.348 -4.230  -0.527
C 0.061 -5.507 -3.386  0.349
O 0.300 -6.777 -2.873  -0.482
O -0.911 -6.181 -5.444  -0.479
H -1.475 -4.319 -4.498  0.183
H -2.077 -5.718 -3.644  0.401
H 0.063 -4.772 -2.582  -0.237
H 0.869 -5.101 -3.994  0.168
H -0.591 -7.063 -2.658  0.345
H -0.238 -5.649 -5.875  0.314
C -1.864 5.542 -1.931  -0.838
C -1.073 4.216 -1.715  0.703
O -1.981 3.108 -2.064  -0.640
O -2.198 6.148 -0.719  -0.473
H -2.730 5.449 -2.585  0.318
H -1.190 6.194 -2.486  0.377
H -0.722 4.038 -0.698  -0.279
H -0.319 4.018 -2.478  0.260
H -1.520 2.270 -1.977  0.070
H -1.473 6.727 -0.473  0.312
C 1.722 3.783 1.278  0.167
Cl 3.143 4.436 2.172  -0.153
Cl 2.276 2.922 -0.104  -0.093
H 1.076 3.110 1.842  -0.090
H 1.090 4.639 1.043  0.230

The frontier orbital gap (spin up / spin down) comes out at 5.0 / 5.1 eV. For the electronic energy, the calculation gives -5633.91856 a.u. Its spin multiplicity is 11. As for the charge: +2.

---

Question: electronic energy of number 2 (C23H52Cl2Mn2O20)?
Answer: -5633.91856 a.u.

---

Question: Look up the electronic energy of the first one.
Answer: -6289.51357 a.u.

---

Question: Which value of electronic energy does entry 1 give?
Answer: -6289.51357 a.u.

---

Question: What is the electronic energy in the second record?
Answer: -5633.91856 a.u.